Formula: CH2F2N2O
Source: the OMol25 dataset
Level of theory: ωB97M-V/def2-TZVPD

energy above the lowest of the compared OMol25 structures with the same formula, charge and spin	12.60	kcal/mol
electronic energy	-423.70055	Ha
orbital gap (spin up / spin down)	9.88 / 9.87	eV
HOMO (spin up / spin down)	-10.840 / -10.839	eV

XYZ file:
```
8
Properties=species:S:1:pos:R:3:forces:R:3
C 2.389712 -0.100345 0.136034 0.64 0.56 -1.44
N 1.160727 -0.754628 -0.421384 0.21 0.93 -0.35
N 0.138628 -0.064273 -0.249607 0.66 2.38 -0.03
O 2.437438 -0.845312 1.099892 0.28 -0.50 1.55
F 3.410175 -0.103775 -0.799166 -0.66 -0.04 0.37
F 2.136427 1.261543 0.331055 0.07 -0.11 -0.04
H -0.017968 0.972714 -0.126890 1.63 -1.09 0.13
H -0.704971 -0.500560 -0.265204 -2.85 -2.14 -0.19
```
Forces are in eV/Å.